107
Properties=species:S:1:pos:R:3:forces:R:3 method="wB97M-V/def2-TZVPD" orbital_gap_ev=4.2 total_charge=-1
H -0.9240 -11.0514 -0.8790 0.0 0.1 0.0
H -1.9150 6.2070 1.3656 0.0 0.5 -0.1
C -0.1224 -1.4271 -0.4915 -0.7 -0.1 -0.2
C 2.6686 -1.3541 -8.1484 -0.5 -0.2 -0.3
C 3.6029 -1.3580 -6.9417 -0.9 0.4 1.1
H -0.7545 -1.2447 -1.3606 -0.7 0.0 0.0
H 2.3084 1.9019 5.7093 0.8 0.0 0.2
C 6.0170 -1.4495 3.3046 0.7 0.7 -1.0
H 6.5469 -1.0872 4.1855 -0.3 0.9 -0.1
H -0.1716 -1.4284 1.6330 0.9 0.2 0.6
O -1.6568 -2.6486 1.0298 0.6 0.9 -0.7
H -6.4132 2.0469 -0.1175 0.1 0.0 0.1
H -3.9692 -2.2015 -5.5792 -0.3 0.3 -0.2
H 6.5248 2.2577 -3.0052 -0.8 -0.6 -0.7
H 2.6616 -2.6138 -5.2579 0.0 -0.4 -0.9
H 4.1025 -0.3926 -7.0220 -0.1 0.3 0.8
H 0.7182 0.4627 4.9607 -0.1 -0.4 0.0
H 4.4339 -2.0627 -6.9693 -0.3 -0.4 -0.5
C -4.0614 -1.8220 -4.5615 0.2 -1.5 1.3
H -0.7213 -6.5568 -1.0734 -0.2 -0.1 -0.4
C 4.9236 -2.3679 3.8250 0.2 -0.3 -0.8
C -4.1967 -0.3261 -4.4262 -1.0 -0.3 0.5
H 0.3279 -2.3950 -0.7115 0.6 0.1 0.3
H -3.2966 0.2018 -4.7414 -0.4 0.2 0.0
H -1.0456 -7.3877 0.3809 0.5 -0.1 0.2
H -4.9456 -3.7217 -3.9532 0.0 0.0 0.0
C 2.8084 -1.5894 -5.6000 0.9 0.4 0.2
H -2.2718 -0.2899 1.9842 0.2 0.2 0.3
H 0.0357 1.0853 6.4530 0.0 0.0 0.0
C -0.2803 7.5765 2.0586 0.3 -2.6 -0.7
H -0.5107 8.2306 1.2177 0.1 0.0 0.1
H -6.8519 5.1209 -0.4158 -0.7 -0.2 0.5
H -5.1302 -0.0161 -4.8959 0.3 0.3 -0.9
H 5.4567 1.3528 -1.8061 0.6 0.0 0.0
H -1.0308 5.5746 2.6779 0.4 0.2 0.1
H -2.2065 -10.0398 -0.1605 -0.2 -0.3 -0.1
H 2.7904 3.8090 -1.5936 -0.3 0.2 0.9
H -4.4904 -0.0808 -3.4056 0.8 0.0 0.4
C -6.5551 4.1095 -0.6931 -0.1 0.0 -0.2
C 4.5790 -3.3242 2.8011 -0.5 -3.2 -2.4
C 2.2442 1.0649 6.4046 -2.0 -0.3 -0.3
C -5.4506 -2.4202 -2.4203 -0.4 0.3 6.4
C 1.6239 -0.2855 -8.1086 -0.1 0.2 0.3
H 3.5531 2.4351 -0.7099 -0.5 -0.1 -0.1
C 0.1349 8.3799 3.2409 -1.1 1.5 -0.1
C 5.8740 2.3055 -2.1321 -0.7 2.1 -0.2
H -2.5921 -0.0180 0.3313 0.2 -0.1 -0.6
H 3.9834 -1.8427 3.9933 0.2 0.3 0.7
H -3.1761 -2.2284 -4.0725 0.5 0.6 0.0
N -1.3840 -2.4032 6.1163 0.0 0.1 0.0
H 1.5816 -1.5947 6.4706 0.1 0.2 -0.3
H -7.0039 2.1546 2.0279 0.1 0.5 1.4
H 6.1887 0.3454 1.9403 0.7 -0.8 -0.6
C -6.6314 3.1231 1.6943 0.5 0.2 0.0
N -7.5117 5.2868 2.8983 -1.3 3.4 1.8
H -1.0665 -9.0267 -2.2698 -0.4 0.2 0.0
C -0.4764 -1.7280 6.3128 0.1 0.0 0.1
C 0.9305 7.7293 4.2431 2.8 -2.3 2.6
C 4.6578 3.3339 -2.3304 1.7 -1.2 0.6
H 0.7025 -0.8253 7.7450 0.0 0.0 0.2
H 5.0542 4.3424 -2.4483 0.0 -0.1 -0.7
N -3.8084 -7.1865 -0.8078 1.5 -0.3 0.3
H 2.2717 1.4248 7.4331 -0.1 0.1 0.0
C -2.6565 -7.2918 -0.7033 -3.5 0.5 -1.2
N 4.6201 4.7789 0.9277 -0.7 -1.1 -2.1
H 6.6338 2.7646 -1.4997 -0.5 -0.3 1.1
H 5.3078 -2.9487 4.6635 -0.4 0.2 0.3
C 4.2223 4.2110 -0.0138 0.5 1.5 2.0
H -7.0612 3.8812 -1.6310 0.6 0.3 -0.4
H 4.0713 2.9571 -3.1684 0.1 0.5 -0.2
H -0.6640 -10.1086 0.6087 0.3 0.1 -0.1
C -1.2569 -7.4243 -0.6878 2.4 -2.0 0.8
H 0.5480 -0.5678 -0.5098 0.6 -0.1 0.2
H 0.6351 7.0090 1.8907 0.1 0.0 -1.1
H 0.3487 -8.8766 -1.3289 0.1 0.5 0.2
H -0.7626 8.7820 3.7108 0.1 0.4 0.2
H -2.0659 6.9174 3.0120 -0.5 -0.1 -0.2
H -6.1369 -2.4677 -4.3193 -0.1 -0.2 -0.3
C 0.8177 0.4442 6.0460 1.7 0.2 0.4
C -6.9321 2.9451 0.2171 -0.5 1.3 -0.3
N -5.6662 -2.3450 -1.2273 1.0 -0.2 -6.8
H 4.8178 -0.7803 1.5175 0.2 -0.1 0.1
H 1.8269 -1.1190 -5.5404 0.1 0.2 -0.3
H 3.2137 -1.1909 -9.0780 0.1 -0.1 0.0
H 3.0361 0.3204 6.3233 0.0 0.2 -0.5
C 0.7246 -0.9490 6.6622 -0.7 -0.2 0.1
H -1.0862 0.6928 1.0454 -0.1 0.4 0.0
C -1.3811 6.5197 2.2630 -0.1 0.2 0.7
C -5.1707 -2.6599 -3.8529 -0.6 0.6 -0.2
H 0.6958 9.1753 2.7501 0.2 0.4 0.8
C -7.1267 4.3551 2.4134 1.2 -4.9 -2.8
C 5.4709 -0.3922 2.2992 0.1 1.1 1.9
N 1.6381 7.1783 5.0109 -2.3 1.8 -2.3
C -1.7657 -0.1593 1.0277 0.3 -1.3 0.3
H 3.3977 -1.2292 -4.7567 0.0 0.5 -0.1
H 4.9399 0.3355 2.9127 -1.0 -0.2 0.0
N 4.3806 -4.1675 2.0114 0.4 2.2 1.8
H -7.9937 2.7226 0.1102 -0.1 0.1 -0.1
H 2.1570 -2.3139 -8.2209 -0.1 0.0 -0.2
H 6.8307 -1.9545 2.7840 -0.3 -0.8 0.0
N 0.8235 0.5492 -8.0821 0.8 -0.8 -0.1
C -0.9163 -1.5247 0.8430 -1.9 -0.1 -0.3
C -1.1396 -10.1108 -0.3721 -0.4 1.5 -0.3
C -0.7378 -8.8564 -1.2445 -0.2 0.0 0.7
H -5.4779 4.2477 -0.7865 0.1 -0.6 -0.4
H -5.5447 3.1538 1.7725 0.1 -0.2 0.4
C 3.7007 3.4307 -1.1285 0.6 -0.7 -0.6



56
Properties=species:S:1:pos:R:3:forces:R:3 method="wB97M-V/def2-TZVPD" orbital_gap_ev=6.5 total_charge=-2
Sn 0.0163 0.3634 -1.0675 -0.1 -0.1 0.0
N 5.2023 4.0101 -1.7383 0.0 0.0 0.0
H -6.7030 -4.5126 0.9177 0.0 0.0 0.0
S -3.0887 -1.2453 0.4273 -0.1 0.2 -0.1
H -2.4232 -4.5975 -0.1062 0.0 0.0 0.0
H -2.5192 4.7605 4.1973 0.0 0.0 0.0
H -1.3512 -5.8323 -1.9844 0.0 0.0 0.0
H 2.5826 0.2818 1.6226 0.0 0.0 0.0
O -3.5411 -0.7531 1.7121 0.0 0.0 0.0
N -0.6025 0.0294 -3.1880 0.0 0.1 0.1
H 0.9636 -2.3088 -2.7518 0.0 0.0 0.0
C -6.0965 -3.9427 0.2208 0.0 0.0 0.0
C -0.2633 3.8229 1.8623 0.0 0.0 0.0
H -5.6379 -3.4851 -3.0953 0.0 0.0 0.0
N -1.8547 -2.1521 0.6294 0.1 -0.2 0.2
N 6.1882 -0.1562 -1.2032 0.0 0.0 0.0
C -2.0419 4.2069 3.3994 0.0 0.0 0.0
C 1.7475 0.7473 2.1336 0.1 0.1 0.0
C 4.7843 2.9372 -1.6567 0.0 -0.1 0.1
C -4.3883 -2.3072 -0.1881 0.0 -0.1 0.0
H -3.9695 -1.8774 -2.2443 0.0 0.0 0.0
C -2.6528 3.0879 2.8674 -0.1 0.0 0.0
H 0.6987 4.0832 1.4336 0.0 0.0 0.0
H -2.4940 1.4837 1.4336 0.0 -0.1 0.0
C -1.0619 -4.8123 -1.7590 0.1 0.0 -0.1
C -2.0342 2.3714 1.8513 0.0 0.0 0.0
S 2.4868 -0.4018 -1.4436 0.0 0.2 0.1
N -0.8567 2.7454 1.3580 0.0 0.0 0.1
C -1.4116 -0.4088 -3.9114 -0.1 -0.1 -0.2
S 1.7558 2.4633 -1.8127 0.1 -0.1 0.0
H 1.2668 1.4925 1.5063 0.0 -0.1 0.0
C -0.0887 -4.1649 -2.5203 0.0 0.0 0.0
Cl 2.3836 1.5963 3.5739 0.0 0.0 0.0
C -0.8136 4.5841 2.8828 0.0 0.0 0.0
C -7.2832 -5.1200 -1.6669 0.0 0.0 0.0
C -6.2825 -4.1198 -1.1502 0.0 0.0 0.0
C -1.2940 -2.8087 -0.4392 0.0 0.0 -0.1
H -5.0075 -2.9058 1.7649 0.0 0.0 0.0
N -0.3577 -2.2026 -1.1812 0.1 0.1 -0.2
C 0.2225 -2.8648 -2.1903 -0.1 0.0 0.1
C -4.5640 -2.4636 -1.5537 0.0 0.0 0.0
Cl -4.2011 2.5723 3.4697 0.0 0.0 0.0
H -6.8450 -6.1196 -1.7287 0.0 0.0 0.0
C 5.3351 0.6072 -1.3533 0.0 0.1 0.0
H -8.1543 -5.1839 -1.0124 0.0 0.0 0.0
H 0.4082 -4.6472 -3.3500 0.0 0.0 0.0
C 4.3237 1.5943 -1.5350 0.2 0.0 0.0
C -1.6588 -4.1406 -0.7209 0.0 0.0 0.1
S -2.5067 -1.0293 -4.9510 0.1 0.1 0.1
C 2.9731 1.2730 -1.5982 -0.3 -0.1 0.0
H -0.2872 5.4466 3.2689 0.0 0.0 0.0
H -7.6270 -4.8509 -2.6661 0.0 0.0 0.0
O -2.9317 -0.2511 -0.6269 0.0 0.0 0.0
C -5.1555 -3.0489 0.7023 0.0 0.0 0.0
Cl 0.5573 -0.4824 2.5554 0.0 0.1 -0.1
C -5.5082 -3.3686 -2.0249 0.0 0.0 0.0



17
Properties=species:S:1:pos:R:3:forces:R:3 method="wB97M-V/def2-TZVPD" orbital_gap_ev=10.6 smiles=C[C@H]1OC[C@H]2C[C@H]21
H -1.7789 0.3629 0.0154 0.1 -0.1 0.0
C 0.0422 -0.5017 -0.9348 0.1 0.0 -0.1
H 1.9648 0.3927 -0.6222 -0.2 0.0 0.1
H -0.5657 -2.5119 -0.0891 0.0 0.2 0.0
H 0.8274 -1.8327 1.8002 -0.1 0.1 -0.1
H -0.3441 2.1309 -0.9688 0.2 -0.1 0.0
C 0.9446 0.5003 -0.2264 0.0 0.1 -0.2
C -1.4060 -0.4889 -0.5498 -0.2 0.1 0.0
H -2.1201 -0.9013 -1.2572 0.1 0.1 0.1
H -0.5559 -0.7882 2.1958 0.1 -0.1 -0.1
C 0.4989 1.9709 -0.2884 0.0 0.1 0.0
O 0.9535 0.1289 1.1574 0.0 0.0 0.1
H 1.3100 2.6507 -0.5657 -0.1 -0.1 0.0
C 0.1815 -1.0310 1.4170 -0.1 -0.3 0.1
C -0.4605 -1.4504 0.1111 0.0 -0.2 0.1
H 0.3336 -0.8603 -1.9170 0.0 0.1 0.1
H 0.1746 2.2293 0.7224 0.0 0.2 -0.2



8
Properties=species:S:1:pos:R:3:forces:R:3 method="wB97M-V/def2-TZVPD" orbital_gap_ev=7.5
H -0.6466 -1.2063 -0.3584 -2.0 -1.4 0.9
H 0.2952 -0.0710 0.7948 0.9 1.6 1.9
O -0.2946 0.5668 1.7305 -0.9 -3.2 -5.1
H 1.1544 0.3590 -1.8584 -2.4 -1.4 0.2
H -0.5829 0.4644 -1.0745 1.2 -0.7 -1.5
C 0.0691 -0.4619 -0.2683 1.2 -1.3 -6.4
N 0.2774 -0.3314 -1.7453 1.2 3.4 4.9
H -0.2196 1.0111 2.4791 0.7 3.1 5.1



73
Properties=species:S:1:pos:R:3:forces:R:3 method="wB97M-V/def2-TZVPD" orbital_gap_ev=8.9 total_charge=+3
H -0.6744 3.2339 2.9703 0.0 0.0 0.0
C 0.0485 5.7271 1.6049 0.0 0.0 0.0
C 1.0219 -1.1574 4.1809 0.0 -0.1 0.0
H 1.0287 2.9835 3.4484 0.0 0.0 0.0
C 1.7204 -0.2163 5.1159 0.0 0.0 0.0
H -1.9757 2.1122 -2.6926 0.0 0.0 0.0
N -2.6962 -0.0770 0.4346 0.0 -0.1 -0.1
H -1.4520 -1.1705 -4.2330 0.0 0.0 0.0
O -0.0024 1.9261 0.6663 0.0 0.0 0.0
N -2.0349 -2.1287 -2.4572 0.1 0.0 0.1
H -3.5143 -0.5539 0.0646 0.0 0.0 0.0
H -3.1300 -1.6817 -4.2013 0.0 0.0 0.0
H 2.5222 -0.7232 5.6509 0.0 0.0 0.0
C -0.2784 -2.7965 2.4443 0.0 0.1 0.0
H 0.8207 6.3717 1.1916 0.0 0.0 0.0
H -1.3428 4.2745 0.7120 0.0 0.0 0.0
H -3.4127 0.6020 -3.8521 0.0 0.0 0.0
H 0.0314 -2.8008 -4.3094 0.0 0.0 0.0
H 2.8783 0.5806 -2.0366 0.0 0.0 0.0
H 1.6007 5.2967 3.0744 0.0 0.0 0.0
H 0.8868 0.2248 2.5377 0.0 0.0 0.0
H 3.6040 -0.9807 -0.8685 0.0 0.0 0.0
C -2.3386 -1.2304 -3.5995 0.0 0.0 0.0
H 1.1712 -1.6485 -2.9099 0.1 0.0 0.0
H -2.9209 -2.3267 -1.9953 0.0 0.0 0.0
C -0.3116 4.6214 0.6036 -0.1 0.0 0.0
C 0.3580 3.5554 2.8106 0.0 0.0 0.0
C 0.0119 -3.2990 3.6988 0.0 0.0 0.0
H 1.7470 -4.1879 -1.7119 0.0 0.0 0.0
C 0.5470 5.0693 2.9202 0.0 0.0 0.0
C -1.4330 -3.4277 -2.8375 0.1 0.0 -0.1
H -3.6692 1.6946 0.5310 0.0 0.0 0.0
H 2.8455 -3.0190 -2.4212 0.0 0.0 0.0
N -0.5171 0.7767 -1.9650 0.0 -0.2 0.1
S 0.7135 3.2237 1.0822 0.1 -0.1 -0.1
H -3.3166 0.0974 -2.1901 0.0 0.0 0.0
N -2.8280 1.3174 0.1022 0.0 0.0 0.0
C 0.8344 0.9561 -2.5535 0.0 0.0 0.0
H -2.7065 -0.2395 1.4419 0.0 0.0 0.0
C 0.6705 -0.7771 2.8958 0.0 0.0 0.0
H 0.0134 5.4433 3.7908 0.0 0.0 0.0
N 1.6741 -0.1971 -0.4782 -0.1 -0.1 -0.1
H 1.0223 0.1650 5.8630 0.0 0.0 0.0
H -0.2695 -4.3031 3.9818 0.0 0.0 0.0
H 0.4534 -4.2411 -3.4230 0.0 0.0 0.0
H 2.1490 0.6317 4.5835 0.0 0.0 0.0
H 0.9386 0.2402 -3.3721 0.0 0.0 0.0
H -2.0176 -3.9195 -3.6193 0.0 0.0 0.0
H 3.1419 -3.2710 -0.0005 0.0 0.0 0.0
C 0.6791 -2.4553 4.5704 0.0 0.0 0.0
H -1.0909 1.2349 -3.9313 0.0 0.0 0.0
H -0.8273 6.3497 1.7730 0.0 0.0 0.0
H 3.1178 -1.0402 0.8115 0.0 0.0 0.0
C 1.9509 0.8262 -1.5206 0.0 0.0 0.0
Br -1.2020 -3.9152 1.1925 0.0 0.0 0.0
H 2.1048 1.7864 -1.0315 0.0 0.0 0.0
C 2.3224 -2.6429 -0.3574 0.0 0.0 0.0
C 1.9831 -3.1255 -1.7594 0.0 -0.1 0.0
C -1.5865 1.1324 -2.9647 0.0 0.1 0.0
H 1.4903 -2.8559 0.3250 0.0 0.0 0.0
Bi -0.5556 -1.2312 -0.6626 0.0 0.2 -0.1
N 0.8072 -2.4287 -2.3741 0.0 0.2 0.0
C -2.7406 0.1571 -3.1168 0.0 0.0 0.0
C 0.0018 -3.2550 -3.3197 0.0 -0.1 0.0
H 0.9006 1.9441 -3.0146 0.0 0.0 0.0
H 0.9319 -2.8085 5.5629 0.0 0.0 0.0
C 2.7625 -1.1919 -0.2072 0.0 0.0 0.0
H -2.0195 1.7824 0.5106 0.0 0.0 0.0
H -1.4555 -4.0713 -1.9550 0.0 0.0 0.0
H 1.4793 0.3289 0.3711 0.0 0.0 0.0
N 0.0368 -1.5831 2.0276 -0.1 -0.1 0.0
H -0.1216 4.8862 -0.4341 0.0 0.0 0.0
H -0.5820 1.4255 -1.1703 0.0 0.0 0.0



11
Properties=species:S:1:pos:R:3:forces:R:3 method="wB97M-V/def2-TZVPD" orbital_gap_ev=7.3 smiles="[O-]C1=CCON1O" total_charge=-1
H -1.4733 -1.5055 -0.8718 1.0 -0.5 0.3
C 0.6746 0.6876 -0.3117 3.5 1.7 2.4
O -0.0867 1.2272 1.8595 -0.5 2.4 0.1
H 0.3741 -0.1711 -2.1729 0.1 -0.2 -1.0
N 0.3416 0.1846 1.0961 -0.9 0.2 -1.0
O 1.3775 1.7451 -0.3076 -1.4 -0.3 -0.5
H 0.0274 -2.0722 0.1111 0.6 -1.9 -0.5
O -0.8779 -0.5635 0.7877 -0.6 1.1 1.3
C -0.5050 -1.2802 -0.3465 -0.5 1.3 -1.5
C 0.4060 -0.3189 -1.1280 -1.9 -1.5 -0.4
H -0.2585 2.0667 1.2842 0.7 -2.2 0.7



4
Properties=species:S:1:pos:R:3:forces:R:3 method="wB97M-V/def2-TZVPD" orbital_gap_ev=11.0 smiles=N#CO
C 0.4833 -0.2506 0.1298 4.1 1.5 -2.8
N 1.6849 -0.1304 -0.0819 -6.7 -1.0 1.9
H -1.3069 0.6635 0.0270 1.8 -2.7 -0.2
O -0.8612 -0.2825 -0.0749 0.9 2.2 1.1



14
Properties=species:S:1:pos:R:3:forces:R:3 method="wB97M-V/def2-TZVPD" orbital_gap_ev=10.0
H 0.2111 -0.0991 -1.9814 0.8 -0.3 -2.0
O -1.4878 -2.4207 1.5694 0.1 0.4 -0.1
S -2.2718 -1.3102 1.0765 -1.1 -1.1 0.5
H 2.4237 1.2605 -0.5482 0.6 0.4 -0.7
C 1.8448 0.7475 0.1749 -2.3 2.3 1.5
C -0.2036 -0.1456 -1.0274 -0.3 -1.2 -0.1
N -1.1285 -0.9441 -0.7618 -0.8 -0.9 -0.2
H 0.2291 1.6190 -0.7859 -0.3 3.9 -2.0
H 2.2115 -0.2004 0.3244 0.6 -2.3 0.3
H 1.9162 1.2916 1.1379 0.4 -0.3 -0.5
H -1.4805 -1.5659 -1.5043 0.5 0.4 0.3
O -2.2030 -0.0814 1.8190 0.5 0.4 0.0
H -0.3761 0.9955 0.6596 0.2 0.0 0.7
C 0.3149 0.8534 -0.1528 1.2 -1.9 2.4



Results for energy above the lowest of the compared OMol25 structures with the same formula, charge and spin: 474.2; 0.0; 79.5; 666.4; 0.0; 577.3; 174.1; 228.1 (in kJ/mol, following the order of the records).
Results for electronic energy: -51279.2519; -123906.3970; -8430.4159; -4648.4771; -120592.9867; -10805.2037; -4588.9222; -19643.2404 (in eV, following the order of the records).
Results for lowest unoccupied orbital energy: 1.84; 3.95; 1.13; -1.41; -8.46; 4.42; -0.18; 0.53 (in eV, following the order of the records).